Formula: C4H10O2
Source: the Open Molecules 2025 dataset
Level of theory: ωB97M-V/def2-TZVPD

ORCA input file:
```
! wB97M-V def2-TZVPD RIJCOSX def2/J DEFGRID3
* xyz 0 1
C 0.50 -0.13 0.04
C -1.19 1.47 0.03
C 0.14 -0.81 -1.27
C 0.09 -0.89 1.28
O 0.37 1.23 0.08
O 2.12 -0.08 0.09
H 2.37 0.76 -0.32
H -1.84 0.59 0.10
H -1.37 1.98 -0.91
H -1.37 2.12 0.89
H 0.24 -0.28 2.18
H -0.96 -1.20 1.25
H 0.66 -1.77 -1.35
H -0.93 -1.01 -1.35
H 0.43 -0.19 -2.12
H 0.72 -1.78 1.39
*
```

Its energy above the lowest of the compared OMol25 structures with the same formula, charge and spin is 1.780 eV. The calculation puts the HOMO-LUMO gap at 10.83 eV. As for the LUMO energy: 0.8 eV. Its SMILES is COC(C)(C)O.